Record 1
121
Properties=species:S:1:pos:R:3:forces:R:3 method="wB97M-V/def2-TZVPD" orbital_gap_ev=7.5 lumo_energy_ev=-0.519
P -1.828717 -0.205894 -1.045358 -2.2 1.8 1.6
Si -0.680678 -4.319840 -3.341398 -0.4 0.4 2.3
Si -0.794856 -1.540950 -2.442732 -0.7 -2.0 -1.1
F 1.594124 1.846755 -6.480511 1.0 3.5 3.7
F 0.658137 2.616353 -1.625041 3.6 -1.2 -3.4
F 0.204608 1.216456 -4.465704 2.7 3.7 1.7
F 1.390437 4.168476 -5.982797 1.8 -4.5 2.3
F 3.312061 2.920528 -5.223027 -5.3 -0.1 -0.3
F 2.694013 3.525698 -2.429582 -3.4 -3.3 -1.5
F -0.097066 3.523828 -3.957433 3.4 -3.5 -0.5
F 3.695434 1.417434 -1.434520 -3.1 -1.0 -2.9
F 3.307017 0.481704 -3.589064 -2.5 2.0 3.3
O -2.056974 1.375164 -1.748900 0.0 -2.3 -1.4
O -1.302973 -3.219210 -2.112229 1.8 1.2 -2.3
N 1.781093 8.276989 -9.001309 -0.1 -0.2 -0.2
N 0.962806 1.574761 3.430361 -0.1 0.0 -0.3
N 0.612996 -2.929994 8.090379 -0.3 0.0 0.1
N -4.612181 -5.827328 0.553526 0.0 0.2 0.3
C -5.484443 -8.223851 0.767369 -0.1 -0.3 0.1
C 2.714310 7.720212 -8.019587 0.3 0.3 -0.1
C 1.731200 2.383841 -2.665955 0.2 2.1 2.3
C 1.759726 -0.174316 -1.590555 1.2 -0.6 0.5
C -0.346098 -2.123382 8.850615 -0.1 0.0 -0.3
C -3.819856 -6.032316 -0.663879 -0.3 0.2 0.1
C 1.106331 -1.312832 -2.569943 1.3 -0.8 -0.3
C 0.333765 0.954172 2.260909 -0.3 0.2 0.2
C 1.850264 2.871285 -5.399549 1.2 0.3 -4.2
C 0.649047 -0.510580 1.982640 0.0 -0.4 -0.1
C -2.895711 -6.737165 2.217533 0.2 -0.2 0.2
C -5.755266 -6.723112 0.742210 -0.2 0.2 -0.4
C -3.795368 -5.599815 1.749141 0.0 0.3 -0.2
C -3.638812 -0.917053 -0.950661 -0.9 -0.9 -0.5
C 2.299511 10.669709 -8.467700 0.1 0.0 0.1
C 2.150834 -3.010898 6.113737 0.1 -0.1 0.1
C 1.385754 -2.152443 7.115632 -0.2 -0.3 0.0
C -0.356131 6.936680 -8.578418 -0.3 -0.2 0.2
C 2.393468 1.855231 3.291743 -0.1 0.3 0.3
C 2.222938 7.559675 -6.584674 0.0 -0.2 0.3
C 0.962319 2.455509 -4.105148 -3.3 1.1 -0.3
C 0.210793 -1.042292 9.769012 0.0 0.3 0.3
C 3.364772 0.691959 3.463678 0.3 -0.1 -0.1
C 2.587805 1.018838 -2.383269 2.0 -1.3 1.8
C 2.538106 -3.407581 9.707708 0.2 0.0 0.3
C 1.362124 -3.911720 8.877585 0.1 -0.2 -0.4
C 0.780028 7.336087 -9.512203 0.1 0.2 -0.2
C 1.233442 9.603586 -8.697840 0.3 -0.2 -0.2
C -4.638452 -5.958525 -1.948614 -0.1 -0.1 0.0
C 0.536635 0.984565 4.703908 0.0 0.4 -0.2
C 0.931812 1.808562 5.924951 0.1 0.0 0.0
H 0.334693 7.774673 -10.415023 0.1 0.1 0.1
H 0.575172 2.840653 5.841047 0.1 -0.1 -0.1
H -1.135772 6.418294 -9.146958 0.1 0.1 0.0
H 0.542659 -1.137752 2.874045 0.1 0.1 -0.1
H -1.022910 -1.639681 8.133868 0.2 -0.1 -0.1
H 0.697535 -4.659432 -2.915684 0.0 0.1 -0.2
H 3.610293 8.354923 -8.000676 -0.2 0.0 -0.1
H 3.159712 -4.256020 10.014860 -0.1 0.1 0.0
H -1.423240 -5.590986 -3.307429 -0.3 0.1 0.0
H 4.379237 1.080342 3.607220 -0.1 0.0 0.0
H -6.481515 -6.524395 -0.057210 0.2 0.0 0.0
H 1.824534 11.650910 -8.360568 0.0 -0.2 0.0
H 1.356775 -1.164780 -3.724066 -0.4 -0.1 2.6
H 3.084440 6.749341 -8.374880 -0.3 0.2 -0.1
H -2.322957 1.307693 -2.716315 0.4 0.1 1.6
H -1.357877 -1.239847 -3.785257 0.1 -0.1 -0.2
H 1.738223 -4.684007 8.193390 -0.1 0.2 0.0
H -5.200548 -5.020531 -2.009100 0.0 -0.1 0.1
H 0.955914 -0.413360 9.270508 -0.1 -0.1 0.1
H 2.995787 10.724966 -9.311259 -0.1 -0.1 0.1
H 1.485420 -3.715104 5.603087 0.1 0.1 0.1
H 1.009800 0.245369 -0.763871 1.6 -0.5 -2.2
H 2.871732 10.483764 -7.553647 0.0 0.0 -0.1
H 0.562595 9.575473 -7.834723 -0.1 0.1 0.2
H 0.691820 -1.531037 6.534751 -0.1 -0.1 0.3
H 0.656529 -1.466996 10.670324 0.0 0.1 -0.1
H -3.971020 -6.005610 -2.815882 -0.1 0.0 0.1
H -4.309227 -0.551968 -1.861900 1.5 -0.7 1.9
H 1.656079 -0.638749 1.581545 0.0 -0.1 0.1
H -2.301451 -7.163004 1.402191 -0.1 0.1 0.1
H -0.827561 7.801550 -8.099857 0.1 -0.1 0.0
H 2.015939 1.824219 6.073041 -0.1 0.0 0.0
H -0.044421 -0.900454 1.229711 0.0 0.1 0.1
H 3.079452 7.400365 -5.920152 -0.1 0.0 -0.1
H 1.690586 8.442392 -6.219924 0.0 -0.1 -0.1
H 2.581773 2.329358 2.319343 -0.3 -0.1 0.1
H 2.203438 -2.913823 10.622082 0.1 0.1 -0.1
H 2.956826 -3.575681 6.592174 -0.1 0.0 -0.1
H 3.392592 0.055938 2.576784 0.0 -0.1 0.1
H -0.600242 -0.382917 10.096497 0.1 -0.1 0.0
H 0.913626 -0.035060 4.822402 0.0 -0.2 0.1
H -0.559059 0.917165 4.708941 0.1 0.0 -0.3
H -0.676328 -3.782408 -4.695826 -0.1 0.4 -0.2
H 0.673249 -4.455032 9.537951 -0.1 0.3 -0.2
H 2.082826 -1.467948 7.606911 0.2 0.2 0.0
H 1.572984 6.689201 -6.476451 0.0 0.2 0.0
H 2.662589 2.630529 4.021461 -0.2 -0.1 0.0
H -5.341042 -6.793228 -2.033147 0.0 0.1 0.0
H 1.602030 -2.362963 -2.292194 -1.0 2.3 -0.6
H 3.130133 0.071551 4.332969 0.0 0.0 -0.1
H -0.754454 1.048247 2.373580 0.1 0.0 0.1
H 3.181720 -2.719406 9.152904 -0.1 0.0 0.0
H -4.172843 -0.612444 0.054883 1.3 -0.5 -2.1
H 1.280885 6.426440 -9.865655 0.1 0.2 0.2
H 0.631576 9.937561 -9.553019 0.0 -0.3 0.1
H -4.442841 -5.298069 2.581590 -0.1 -0.1 -0.2
H -3.062225 -5.240298 -0.725656 -0.1 -0.1 0.3
H -3.605182 -2.107325 -0.988372 0.0 2.5 0.1
H -6.289829 -6.447138 1.660850 0.3 0.1 -0.1
H 2.597145 -0.738411 -0.951027 -1.7 1.5 -1.5
H 0.570069 1.541056 1.364821 0.1 0.1 0.2
H -4.813883 -8.544912 -0.034441 0.0 0.1 0.1
H -0.018936 6.246868 -7.802611 -0.1 0.1 0.0
H -3.278551 -6.982113 -0.637954 0.1 -0.2 -0.1
H -3.467990 -7.537685 2.689850 0.1 0.0 -0.1
H -6.426761 -8.768030 0.638963 0.1 0.1 0.0
H 2.609306 -2.370884 5.352146 0.0 0.0 0.1
H -3.160047 -4.723979 1.561945 -0.1 -0.1 -0.2
H -0.994079 -2.784805 9.438736 0.2 -0.1 -0.1
H -5.064095 -8.541363 1.723597 0.1 0.0 -0.2
H -2.191348 -6.364576 2.969098 -0.1 0.0 -0.1
H 0.486412 1.372414 6.825635 0.1 0.0 -0.1

Record 2
22
Properties=species:S:1:pos:R:3:forces:R:3 method="wB97M-V/def2-TZVPD" orbital_gap_ev="9.0 / 8.8" lumo_energy_ev="0.469 / 0.562"
O 1.412407 -0.578235 -1.613907 0.6 1.6 -0.8
N 0.855518 -1.499286 -0.932122 -2.1 -0.6 1.0
C 0.185337 0.685956 1.748493 -2.8 -1.6 -1.8
C -0.644963 2.972777 0.813909 -3.6 -0.5 2.4
C -0.641248 1.464768 0.686833 1.4 0.9 1.3
C -1.330714 0.966142 -0.258443 -1.0 -1.4 -0.4
C 1.453234 -2.787865 -0.911609 -2.0 -0.6 -0.9
C 2.545535 -0.526919 -2.245804 -1.3 1.7 -0.5
C -1.957564 0.494485 -1.281795 0.6 0.3 -0.7
H 1.206064 0.778174 1.792049 2.6 1.6 -0.1
H 3.103706 -1.363310 -2.375741 1.6 -2.5 -0.2
H -2.910031 0.038888 -1.388084 -0.8 -0.1 0.4
H 1.445493 -3.322470 -1.898836 0.1 0.5 0.5
H 0.344050 3.193283 0.794647 3.0 1.5 0.3
H -1.396114 0.627283 -2.179390 0.3 -0.4 -0.9
H 2.642327 0.319537 -2.924980 -0.1 -0.1 0.6
H -0.263002 0.966546 2.697858 0.1 -0.6 0.3
H -1.186999 3.596601 0.095574 0.1 -0.7 -0.2
H 0.206885 -0.414778 1.459252 -1.1 1.1 0.8
H 0.820344 -3.359078 -0.197154 0.6 0.3 -0.5
H 2.415868 -2.692499 -0.555146 2.6 -0.3 0.8
H -1.146514 3.201617 1.837332 1.2 0.0 -1.4

Record 3
56
Properties=species:S:1:pos:R:3:forces:R:3 method="wB97M-V/def2-TZVPD" spin_multiplicity=6 s2=9.367 orbital_gap_ev="3.8 / 3.9" lumo_energy_ev="-1.414 / -1.399"
Dy -0.118522 -0.084391 -0.157700 -0.3 -1.6 -5.1
Cl -3.801186 0.316373 6.071242 0.0 0.1 0.1
O -0.252428 -1.088929 1.645960 -0.3 -0.8 1.7
O -0.307676 1.670089 0.974402 -0.8 2.0 2.4
N 8.217771 -1.756169 -2.037654 -0.3 -0.4 0.6
N -1.177394 -0.570805 -1.906781 2.1 0.6 2.3
N 2.303356 0.108816 -0.246524 0.9 0.4 0.0
N 8.120993 -0.396417 -3.965480 0.0 0.2 -0.3
C 3.026577 -1.014466 -0.277951 0.2 -0.1 -0.1
C 8.757103 -1.075819 -3.026624 0.3 0.1 -0.2
C -2.792629 -0.984134 -3.646784 0.1 0.1 0.4
C -2.245505 0.936028 3.959455 0.0 -0.2 0.1
C 4.420111 -1.042793 -0.244617 -0.3 0.9 0.0
C 4.344599 1.347940 -0.045355 -0.1 0.0 -0.1
C 5.089696 0.189652 -0.138569 -0.6 -0.5 0.1
C -1.449570 -1.690957 3.566458 0.0 -0.1 0.1
C -2.700660 -0.053611 4.786962 0.0 0.5 -0.1
C 2.960768 1.275381 -0.108056 -0.2 -0.3 -0.1
C -2.428185 -0.570126 -2.315772 -1.7 -0.1 -0.7
C -5.136192 -0.616139 -3.175022 -0.2 0.1 0.1
C -0.994604 -0.725936 2.637528 -0.2 0.2 0.5
C -2.290038 -1.379170 4.603599 0.3 0.1 -0.4
C 6.114562 -1.010735 -2.855870 0.3 -0.3 0.2
C -3.180018 0.286652 -0.058620 0.2 -0.2 -0.6
C 6.281221 -2.562702 -0.903845 -0.8 -0.2 0.6
C -4.113424 -0.998025 -4.034524 -0.1 0.1 0.1
C 5.141070 -2.305945 -0.245872 0.7 -0.5 -0.2
C -3.514354 -0.162907 -1.455815 0.7 -0.1 -0.1
C -4.819517 -0.196311 -1.890544 -0.2 -0.1 -0.2
C -1.392062 0.644159 2.866977 0.1 -0.8 -0.1
C 6.796413 -0.375017 -3.876694 -0.1 0.0 0.1
C -1.716084 -1.421961 -4.592262 -0.1 0.1 0.2
C 6.884732 -1.732080 -1.932007 0.1 0.7 -1.0
C -0.967284 1.723155 2.054737 0.4 0.4 -0.4
H 6.168024 0.214634 -0.106038 0.1 0.0 0.1
H -5.604641 0.109580 -1.209773 -0.1 0.0 0.0
H -2.646387 -2.142438 5.276798 0.0 -0.1 0.1
H -2.555606 1.958769 4.110121 -0.1 0.1 0.1
H -2.635135 -0.523421 0.472398 -0.2 0.3 0.0
H -2.551863 1.199927 -0.098381 -0.2 -0.2 0.1
H -1.171934 -2.269754 -4.178711 0.2 -0.1 0.0
H 6.275329 0.160795 -4.661152 -0.1 0.0 0.0
H 2.466972 -1.946713 -0.366942 0.1 0.1 0.0
H -2.144322 -1.712254 -5.548289 0.0 0.0 -0.1
H 6.805774 -3.489633 -0.722174 0.0 -0.1 0.0
H 4.827225 2.304646 0.078987 0.0 0.1 0.0
H 2.351086 2.173425 -0.054039 0.0 -0.1 0.0
H -1.241504 2.722318 2.423544 0.0 -0.1 -0.1
H 4.717392 -3.073085 0.387271 0.1 -0.1 0.1
H -0.990929 -0.626248 -4.759199 0.1 0.1 0.0
H -6.163889 -0.646042 -3.500878 -0.1 0.0 0.0
H 5.037633 -0.998356 -2.796392 0.0 0.0 -0.1
H -4.364296 -1.318666 -5.037520 0.0 -0.1 -0.1
H -4.090139 0.514291 0.495966 0.1 0.0 0.2
H -1.126366 -2.708352 3.410344 0.0 -0.1 0.0
H 9.837416 -1.085707 -3.088130 0.1 0.0 0.0

Record 4
7
Properties=species:S:1:pos:R:3:forces:R:3 method="wB97M-V/def2-TZVPD" smiles="OC(=S)C=S" orbital_gap_ev=7.6 lumo_energy_ev=-1.588
S 2.192396 -0.560840 -0.318990 -1.5 0.7 0.3
S -1.922031 -0.367038 -0.364160 -1.9 0.7 -0.9
O 0.447285 1.401939 -0.098722 -0.2 2.6 -0.8
C -0.493359 -0.647078 0.208462 1.0 -2.4 1.6
C 0.707019 0.149836 -0.089012 1.5 -2.2 0.4
H -0.407483 -1.520978 0.902131 0.6 0.7 -0.7
H -0.523825 1.544161 -0.239706 0.5 -0.2 0.3

Computed energy above the lowest of the compared OMol25 structures with the same formula, charge and spin, in the same sequence as the records: 469.89 758.21 13.10 79.97 kJ/mol.